Formula: C3H10N2O
Source: OMol25
Level of theory: the ωB97M-V functional and the def2-TZVPD basis

CARTESIAN COORDINATES (ANGSTROEM)
H1 -0.2669 2.0735 -1.0790
H2 -2.3701 0.3308 -0.6813
H3 0.9819 1.0609 1.7259
C1 1.0979 -0.9761 1.6259
H4 0.3137 0.4704 -1.5218
N1 -1.4229 0.4537 -0.3184
H5 1.0515 -1.2831 2.6790
C2 -0.5862 1.0726 -1.3803
H6 -2.1089 0.7586 -2.4557
N2 0.9421 -2.0698 0.8042
C3 1.5165 0.2504 1.2398
H7 0.6378 -2.0175 -0.1479
H8 2.3283 0.4412 0.5546
O1 -1.2289 1.1189 -2.6656
H9 0.7619 -2.9193 1.3261
H10 -1.6479 1.2348 0.2944

As for the energy relative to the best compared isomer or geometry (same formula, charge and spin): 73.9 kcal/mol. The calculation puts the LUMO energy at 0.842 eV. The SMILES is C=CN.NCO. The gap between HOMO and LUMO is 8.2 eV. As for the HOMO energy: -7.407 eV. The calculation puts the max |F| at 0.032 Eh/bohr.

What are the Löwdin partial charges on each atom? They are as follows, in elementary charge units:
1 H 0.1086
2 H 0.0568
3 H 0.0338
4 C -0.3140
5 H 0.0883
6 N 0.0134
7 H 0.1031
8 C -0.3293
9 H 0.0693
10 N 0.0558
11 C -0.0758
12 H 0.0790
13 H 0.0397
14 O -0.0756
15 H 0.0823
16 H 0.0648

***

Formula: C3H10N2O
Source: OMol25
Level of theory: the ωB97M-V functional and the def2-TZVPD basis

CARTESIAN COORDINATES (ANGSTROEM)
H1 2.2931 -0.9414 -1.6403
C1 -0.7853 0.6204 1.2219
H2 1.6166 1.0858 -2.6174
H3 -1.3359 -0.2870 2.9798
C2 -0.3740 -0.3077 0.1033
H4 -1.1980 1.5432 0.8178
H5 0.0161 0.9241 1.8931
H6 1.6295 0.0761 0.1801
H7 -0.3307 -1.3368 0.4466
O1 1.1821 0.2777 -2.8714
H8 -2.5782 0.4685 2.3046
H9 0.5351 -1.3448 -1.9269
N1 0.9078 0.1195 -0.5165
C3 1.2665 -0.5751 -1.7310
H10 -1.0724 -0.2157 -0.7303
N2 -1.7723 -0.1067 2.0868

As for the energy relative to the best compared isomer or geometry (same formula, charge and spin): 31.1 kcal/mol. The calculation puts the LUMO energy at 1.009 eV. The SMILES is NCCNCO. The gap between HOMO and LUMO is 10.3 eV. As for the HOMO energy: -9.264 eV. The calculation puts the max |F| at 0.035 Eh/bohr.

What are the Löwdin partial charges on each atom? They are as follows, in elementary charge units:
1 H 0.1180
2 C -0.2584
3 H 0.0653
4 H 0.0525
5 C -0.2297
6 H 0.1089
7 H 0.1007
8 H 0.0948
9 H 0.1084
10 O -0.0624
11 H 0.0549
12 H 0.1123
13 N -0.0646
14 C -0.3034
15 H 0.1203
16 N -0.0176

***

Formula: C3H10N2O
Source: OMol25
Level of theory: the ωB97M-V functional and the def2-TZVPD basis

CARTESIAN COORDINATES (ANGSTROEM)
H1 -0.3331 0.3574 -3.5003
N1 -0.2919 0.4489 2.3968
C1 -0.1717 0.8584 -2.5851
H2 0.5228 -1.7601 -1.8329
C2 0.1259 -1.1131 -1.0949
H3 0.0914 0.7623 -0.5230
H4 -0.8182 -1.5376 -0.8398
H5 0.1741 -1.3836 3.2096
O1 1.3889 0.0202 3.8259
C3 0.4952 -0.4569 3.1436
N2 0.4329 0.2630 -1.4287
H6 -1.3075 1.0962 -2.2749
H7 -0.1689 1.4227 2.5631
H8 0.2676 1.8205 -2.8258
H9 -1.1381 0.1813 1.8830
H10 0.7306 -0.9797 -0.1166

As for the energy relative to the best compared isomer or geometry (same formula, charge and spin): 60.9 kcal/mol. The calculation puts the LUMO energy at 0.653 eV. The SMILES is NC=O.CNC. The gap between HOMO and LUMO is 9.4 eV. As for the HOMO energy: -8.781 eV. The calculation puts the max |F| at 0.154 Eh/bohr.

What are the Löwdin partial charges on each atom? They are as follows, in elementary charge units:
1 H 0.0499
2 N 0.0979
3 C -0.1702
4 H 0.0579
5 C -0.1721
6 H 0.1187
7 H 0.0496
8 H 0.0721
9 O 0.0104
10 C -0.3384
11 N -0.2188
12 H 0.1069
13 H 0.0830
14 H 0.0619
15 H 0.0935
16 H 0.0977

***

Formula: C3H10N2O
Source: OMol25
Level of theory: the ωB97M-V functional and the def2-TZVPD basis

CARTESIAN COORDINATES (ANGSTROEM)
C1 -0.8824 -1.0478 0.4031
H1 1.4337 -0.1021 0.3198
H2 1.7215 1.5216 -1.5047
H3 -2.9125 -0.2006 0.3957
H4 1.0550 1.0659 1.8167
C2 -1.8582 -0.0382 0.2209
H5 -0.0251 -1.0452 -0.3551
H6 1.4414 0.3424 -2.8089
C3 1.1774 0.6019 -1.7767
H7 -1.5454 0.9623 -0.0423
N1 1.0227 0.1147 1.4613
H8 0.1014 0.8610 -1.7738
H9 -0.7916 -0.0392 2.3105
O1 1.4644 -0.4605 -0.9196
H10 -1.2383 -2.0542 0.6128
N2 -0.1640 -0.4820 1.6403

As for the energy relative to the best compared isomer or geometry (same formula, charge and spin): 137.5 kcal/mol. The calculation puts the LUMO energy (spin up / spin down) at -0.402 / -0.531 eV. The gap between HOMO and LUMO (spin up / spin down) is 8.0 / 7.6 eV. As for the HOMO energy (spin up / spin down): -8.410 / -8.138 eV. The calculation puts the max |F| at 0.031 Eh/bohr.

What are the Löwdin partial charges on each atom? They are as follows, in elementary charge units:
1 C -0.2386
2 H 0.0465
3 H 0.0664
4 H 0.0547
5 H 0.0990
6 C 0.0324
7 H 0.0922
8 H 0.0674
9 C -0.2524
10 H 0.0574
11 N 0.0650
12 H 0.0510
13 H 0.1286
14 O -0.3376
15 H 0.1140
16 N -0.0460

***

Formula: C3H10N2O
Source: OMol25
Level of theory: the ωB97M-V functional and the def2-TZVPD basis

CARTESIAN COORDINATES (ANGSTROEM)
O1 -0.8610 1.7352 0.0844
C1 1.5008 -0.5978 0.5582
H1 -0.8175 -1.0964 0.1920
H2 0.6139 1.0054 -2.0748
H3 1.9005 -1.2343 1.3451
N1 -0.3863 -0.2291 2.0100
C2 -0.7257 0.6638 -0.4478
H4 -0.1075 0.7171 2.2728
H5 -1.4047 -0.1393 1.9949
H6 1.9356 0.4001 0.6716
H7 -1.1032 0.8620 -2.5176
H8 -1.8297 -0.4468 -0.3486
H9 -0.2005 -0.5921 -2.1218
N2 0.0443 -0.5235 0.6886
C3 -0.3152 0.4632 -1.8819
H10 1.7563 -0.9874 -0.4252

As for the energy relative to the best compared isomer or geometry (same formula, charge and spin): 107.5 kcal/mol. The calculation puts the LUMO energy at 0.932 eV. The gap between HOMO and LUMO is 9.5 eV. As for the HOMO energy: -8.613 eV. The calculation puts the max |F| at 0.049 Eh/bohr.

What are the Löwdin partial charges on each atom? They are as follows, in elementary charge units:
1 O 0.0001
2 C -0.0562
3 H 0.1202
4 H 0.0845
5 H 0.0815
6 N 0.0406
7 C -0.5630
8 H 0.0857
9 H 0.0828
10 H 0.0957
11 H 0.0856
12 H 0.1204
13 H 0.0704
14 N -0.2637
15 C -0.0672
16 H 0.0825

***

Formula: C3H10N2O
Source: OMol25
Level of theory: the ωB97M-V functional and the def2-TZVPD basis

CARTESIAN COORDINATES (ANGSTROEM)
N1 -0.4715 -0.8423 0.9724
C1 0.1726 1.4460 -1.9042
H1 -1.9384 0.0958 2.1234
H2 -0.6532 -0.4038 3.0748
H3 0.7748 -2.2382 2.0645
H4 0.9984 2.1295 -0.1219
H5 0.0692 2.4874 -2.2507
O1 -0.1704 0.5086 -2.5957
C2 0.8784 -1.4413 1.3267
H6 0.8418 0.5583 -0.1069
H7 -0.8836 -1.6091 0.4511
H8 1.4053 -0.6050 1.7838
H9 -1.7227 -1.6864 2.4958
H10 1.3307 -1.8262 0.4187
N2 0.7967 1.3538 -0.7379
C3 -1.2482 -0.7462 2.2206

As for the energy relative to the best compared isomer or geometry (same formula, charge and spin): 29.6 kcal/mol. The calculation puts the LUMO energy at 0.823 eV. The SMILES is NC=O.CNC. The gap between HOMO and LUMO is 10.3 eV. As for the HOMO energy: -9.502 eV. The calculation puts the max |F| at 0.062 Eh/bohr.

What are the Löwdin partial charges on each atom? They are as follows, in elementary charge units:
1 N -0.1798
2 C -0.4506
3 H 0.0709
4 H 0.0733
5 H 0.0693
6 H 0.0980
7 H 0.1214
8 O -0.0056
9 C -0.1323
10 H 0.0547
11 H 0.0910
12 H 0.0698
13 H 0.0760
14 H 0.0766
15 N 0.1191
16 C -0.1518

***

Formula: C3H10N2O
Source: OMol25
Level of theory: the ωB97M-V functional and the def2-TZVPD basis

CARTESIAN COORDINATES (ANGSTROEM)
H1 1.1960 -1.2367 -0.0020
H2 -2.9701 -1.4812 0.8390
N1 -0.7755 -0.8105 -0.2942
H3 2.1340 1.2886 0.7300
H4 -0.7512 -1.4298 1.6716
H5 -0.9052 0.4256 1.4729
C1 0.6155 -0.7408 -0.7005
H6 -1.3512 -0.1632 -0.7569
C2 -1.1952 -0.6100 1.0607
C3 1.0982 0.6347 -0.9949
H7 1.0921 2.4753 0.3327
H8 0.5021 1.2381 -1.7441
H9 0.7702 -1.2236 -1.6816
O1 -2.7001 -0.5430 1.1271
H10 2.0457 0.7385 -1.4280
N2 1.1947 1.4380 0.3682

As for the energy relative to the best compared isomer or geometry (same formula, charge and spin): 49.3 kcal/mol. The calculation puts the LUMO energy at 1.015 eV. The SMILES is NCCNCO. The gap between HOMO and LUMO is 9.7 eV. As for the HOMO energy: -8.641 eV. The calculation puts the max |F| at 0.087 Eh/bohr.

What are the Löwdin partial charges on each atom? They are as follows, in elementary charge units:
1 H 0.0936
2 H 0.1071
3 N -0.0632
4 H 0.0451
5 H 0.1192
6 H 0.1174
7 C -0.2425
8 H 0.0872
9 C -0.2866
10 C -0.2188
11 H 0.0654
12 H 0.1243
13 H 0.1179
14 O -0.1173
15 H 0.0688
16 N -0.0177

***

Formula: C3H10N2O
Source: OMol25
Level of theory: the ωB97M-V functional and the def2-TZVPD basis

CARTESIAN COORDINATES (ANGSTROEM)
H1 -2.4351 0.5326 0.8482
H2 -1.2477 -2.0115 0.1617
N1 -2.0325 -1.3573 0.0996
C1 -1.6809 -0.2608 0.8796
H3 1.0742 0.5359 -1.9566
H4 0.8396 -1.1135 0.0154
H5 1.2670 1.9247 -0.5742
N2 -0.5196 0.6442 0.3710
H6 -2.8010 -2.0256 0.4756
H7 -0.9690 1.0660 -0.4633
O1 2.9339 0.4992 -0.7851
H8 1.4736 0.2567 1.0366
C2 0.7225 0.0049 0.2583
H9 -1.3887 -0.6048 1.9420
C3 1.5028 0.7244 -0.8690
H10 3.2609 1.1849 -1.4398

As for the energy relative to the best compared isomer or geometry (same formula, charge and spin): 67.6 kcal/mol. The calculation puts the LUMO energy at 0.972 eV. The SMILES is NCNCCO. The gap between HOMO and LUMO is 10.2 eV. As for the HOMO energy: -9.204 eV. The calculation puts the max |F| at 0.086 Eh/bohr.

What are the Löwdin partial charges on each atom? They are as follows, in elementary charge units:
1 H 0.1033
2 H 0.0544
3 N -0.0361
4 C -0.3408
5 H 0.1378
6 H 0.1349
7 H 0.1594
8 N -0.0784
9 H 0.1209
10 H 0.1127
11 O -0.1181
12 H 0.1194
13 C -0.3110
14 H 0.1291
15 C -0.2942
16 H 0.1067